A:
The following is a DFT calculation (the ωB97M-V functional and the def2-TZVPD basis) of a single C5H8O3 molecule.

Results
Highest occupied orbital energy: -8.50 eV
Structure (SMILES): CC(=O)[C@@H](O)/C=C\O
Multiplicity: 1
M: 116.12 g mol⁻¹

Each atom is followed by the atoms it is bonded to, with distances in Å.
CARTESIAN COORDINATES (ANGSTROEM)
1 C 1.22 0.18 -1.38  C2 1.499, H9 1.087, H10 1.089, H11 1.086
2 C 1.20 -0.57 -0.09  C1 1.499, O3 1.204, C4 1.647
3 O 1.91 -1.51 0.17  C2 1.204
4 C 0.34 0.18 1.10  C2 1.647, O5 1.413, C6 1.487, H12 1.093
5 O 0.02 1.52 0.79  C4 1.413, H13 0.963
6 C -0.78 -0.77 0.91  C4 1.487, C7 1.346, H14 1.077
7 C -1.73 -0.65 -0.03  C6 1.346, O8 1.349, H15 1.081
8 O -2.02 0.47 -0.73  C7 1.349, H16 0.975
9 H 2.15 -0.04 -1.91  C1 1.087
10 H 0.38 -0.13 -2.00  C1 1.089
11 H 1.15 1.26 -1.25  C1 1.086
12 H 0.86 0.05 2.06  C4 1.093
13 H -0.15 2.01 1.60  O5 0.963
14 H -0.70 -1.70 1.45  C6 1.077
15 H -2.47 -1.43 -0.19  C7 1.081
16 H -1.37 1.15 -0.50  O8 0.975


B:
The following is a DFT calculation (the ωB97M-V functional and the def2-TZVPD basis) of 2 unconnected molecules or ions with the total composition C5H8O3.

Results
Highest occupied orbital energy: -8.71 eV
Structure (SMILES): C=C=CCC(=O)O.O
Multiplicity: 1
M: 116.12 g mol⁻¹

Each atom is followed by the atoms it is bonded to, with distances in Å.
CARTESIAN COORDINATES (ANGSTROEM)
1 C -1.73 -1.04 1.02  C2 1.303, H8 1.080, H9 1.079
2 C -0.97 -0.02 0.76  C1 1.303, C3 1.344
3 C -0.48 1.02 0.05  C2 1.344, C4 1.521, H10 1.084
4 C -0.01 0.90 -1.39  C3 1.521, C5 1.508, H11 1.092, H12 1.088
5 C 1.15 -0.07 -1.45  C4 1.508, O6 1.207, O7 1.345
6 O 2.31 0.23 -1.28  C5 1.207
7 O 0.74 -1.35 -1.50  C5 1.345, H13 0.971
8 H -2.67 -1.18 0.51  C1 1.080
9 H -1.44 -1.78 1.75  C1 1.079
10 H -0.66 2.02 0.41  C3 1.084
11 H -0.81 0.54 -2.04  C4 1.092
12 H 0.34 1.86 -1.74  C4 1.088
13 H 1.51 -1.93 -1.48  O7 0.971
14 O 0.73 -0.07 2.15  H15 0.965, H16 1.036
15 H 0.93 0.46 2.93  O14 0.965
16 H 1.07 0.41 1.30  O14 1.036


Last place for stability: B


A:
The following is a DFT calculation (the ωB97M-V functional and the def2-TZVPD basis) of 2 unconnected molecules or ions with the total composition C3H9N2S.

Results
Highest occupied orbital energy (alpha / beta): -13.37 / -13.37 eV
Total charge: +1
Multiplicity: 1
M: 105.19 g mol⁻¹

Each atom is followed by the atoms it is bonded to, with distances in Å.
CARTESIAN COORDINATES (ANGSTROEM)
1 C -0.36 -0.37 0.39  C3 1.439, N4 1.415, S6 1.803
2 C 1.46 1.38 -0.33  C3 1.517, H7 1.161, H8 1.040, H9 1.026
3 C 0.91 0.28 0.57  C1 1.439, C2 1.517, S6 2.023, H10 1.014
4 N -1.49 -0.60 1.22  C1 1.415, H11 1.007, H12 1.006
5 N -1.04 0.04 -1.67  H13 1.017, H14 1.012
6 S 0.83 -1.62 -0.12  C1 1.803, C3 2.023, H15 1.356
7 H 1.27 1.02 -1.41  C2 1.161
8 H 0.96 2.21 0.04  C2 1.040
9 H 2.42 1.49 0.01  C2 1.026
10 H 1.19 0.17 1.54  C3 1.014
11 H -2.18 0.10 1.04  N4 1.007
12 H -1.97 -1.48 1.28  N4 1.006
13 H -1.97 0.44 -1.53  N5 1.017
14 H -1.29 -0.86 -2.06  N5 1.012
15 H 1.27 -2.21 1.02  S6 1.356


B:
The following is a DFT calculation (the ωB97M-V functional and the def2-TZVPD basis) of 2 unconnected molecules or ions with the total composition C3H9N2S.

Results
Highest occupied orbital energy: -14.23 eV
Total charge: +1
Multiplicity: 1
M: 105.19 g mol⁻¹

Each atom is followed by the atoms it is bonded to, with distances in Å.
CARTESIAN COORDINATES (ANGSTROEM)
1 C -1.06 -0.68 0.34  C2 1.606, N5 1.463, H7 1.111, H8 1.136
2 C -0.07 -1.23 -0.79  C1 1.606, S6 1.834, H9 1.039, H10 1.027
3 C -0.24 1.35 -0.20  N5 1.339, S6 1.981, H12 1.155
4 N 1.89 -0.04 0.77  S6 1.654, H13 0.993, H15 1.036
5 N -1.38 0.66 -0.14  C1 1.463, C3 1.339, H14 0.992
6 S 1.21 0.10 -0.73  C2 1.834, C3 1.981, N4 1.654
7 H -2.05 -1.19 0.39  C1 1.111
8 H -0.59 -0.71 1.38  C1 1.136
9 H 0.17 -2.20 -0.51  C2 1.039
10 H -0.42 -1.25 -1.75  C2 1.027
11 H -0.38 2.67 -1.17  no bonds
12 H 0.29 1.50 0.82  C3 1.155
13 H 2.62 -0.66 1.05  N4 0.993
14 H -1.98 0.92 -0.90  N5 0.992
15 H 1.99 0.76 1.43  N4 1.036


Last place for stability: A